Here is a cluster of 2 separate species, C4H12 in total from OMol25. Energies are from ωB97M-V/def2-TZVPD.

Values from the calculation:
frontier orbital gap (alpha / beta): 12.75 / 4.44 eV
expectation value of S²: 0.753
energy relative to the best compared isomer or geometry (same formula, charge and spin): 7.3 kcal/mol
largest force on an atom: 1.01 eV Å⁻¹
E_LUMO (alpha / beta): -3.15 / -10.99 eV
total energy: -159.15813 Eh

Geometry as ORCA input:
```
! wB97M-V def2-TZVPD RIJCOSX def2/J DEFGRID3
* xyz 1 2
C 1.326 0.653 -1.477
C -0.015 1.378 -1.438
H 1.292 -0.247 -2.084
H 2.075 1.333 -1.890
H 1.693 0.420 -0.472
H -0.286 1.785 -0.453
H -0.836 0.821 -1.907
H -0.021 2.325 -2.019
C -1.213 -0.729 1.133
C -0.179 -1.467 1.837
H -1.366 0.218 1.740
H -0.928 -0.152 0.202
H -2.141 -1.272 1.001
H 0.627 -1.713 1.057
H -0.476 -2.440 2.222
H 0.447 -0.913 2.549
*
```

=====

Here is a structure of composition C31H34FHfN8O7S3 from OMol25. Energies are from ωB97M-V/def2-TZVPD.

Values from the calculation:
frontier orbital gap: 5.75 eV
energy relative to the best compared isomer or geometry (same formula, charge and spin): 31.1 kcal/mol
largest force on an atom: 1.50 eV Å⁻¹
E_LUMO: -3.20 eV
total energy: -3508.86370 Eh

Geometry as ORCA input:
```
! wB97M-V def2-TZVPD RIJCOSX def2/J DEFGRID3
* xyz 1 1
Hf -0.043 0.053 -0.228
F -4.078 -2.399 -5.132
C -4.296 -2.422 -3.804
C -3.371 -1.889 -2.962
C -3.585 -1.958 -1.586
C -2.601 -1.378 -0.691
O -1.547 -0.954 -1.191
C -2.949 -1.303 0.694
C -4.053 -1.985 1.103
N -4.872 -2.688 0.293
C -5.958 -3.456 0.871
C -5.988 -4.938 0.650
C -5.632 -4.383 1.997
C -4.712 -2.606 -1.083
C -5.667 -3.115 -1.974
C -5.474 -3.013 -3.333
N -6.482 -3.503 -4.223
C -6.704 -2.804 -5.490
C -8.179 -3.037 -5.900
N -8.733 -4.117 -5.012
C -7.858 -5.339 -5.053
C -6.491 -4.952 -4.431
C -2.252 -0.464 1.771
O -2.776 -0.409 2.870
O -1.183 0.187 1.436
H -2.458 -1.443 -3.345
H -4.308 -1.976 2.154
H -6.903 -2.928 0.912
H -5.189 -5.380 0.064
H -6.957 -5.404 0.523
H -4.592 -4.449 2.297
H -6.342 -4.468 2.807
H -6.565 -3.589 -1.599
H -6.039 -3.159 -6.279
H -6.520 -1.743 -5.357
H -8.271 -3.375 -6.928
H -8.794 -2.152 -5.764
H -9.698 -4.331 -5.242
H -8.675 -3.752 -4.060
H -7.767 -5.637 -6.094
H -8.352 -6.135 -4.504
H -5.687 -5.273 -5.100
H -6.348 -5.446 -3.474
N 0.826 4.133 0.421
C 0.246 2.981 0.107
O 0.913 1.916 0.164
C -1.232 2.944 -0.129
C -1.631 1.659 -0.864
H 1.829 4.154 0.517
H 0.351 4.994 0.212
H -1.530 3.868 -0.636
H -1.684 2.956 0.869
H -1.582 1.836 -1.938
H -2.658 1.398 -0.604
S 2.030 0.006 2.051
C 1.054 -0.173 3.412
N 0.705 0.801 4.260
C -0.090 0.327 5.393
C -0.429 -1.112 4.958
N 0.508 -1.319 3.848
H 1.131 1.707 4.199
H -0.987 0.926 5.522
H 0.489 0.353 6.314
H -1.459 -1.185 4.612
H -0.256 -1.834 5.753
H 0.470 -2.118 3.236
S 0.033 -2.516 0.724
C 0.209 -3.068 -0.857
N 0.288 -3.391 -1.971
O 0.741 3.180 -2.640
S 0.943 1.930 -3.323
O 0.243 1.718 -4.551
N 0.706 0.650 -2.298
C 1.889 0.151 -1.902
O 1.903 -0.644 -0.928
C 3.067 0.658 -2.636
C 4.382 0.249 -2.547
C 5.311 0.895 -3.353
C 4.921 1.922 -4.212
C 3.592 2.326 -4.298
C 2.684 1.663 -3.498
H 4.665 -0.552 -1.874
H 6.352 0.598 -3.314
H 5.663 2.414 -4.828
H 3.283 3.123 -4.964
*
```

=====

Here is a cluster of 2 separate species, F2NOP in total from OMol25. Energies are from ωB97M-V/def2-TZVPD.

Values from the calculation:
frontier orbital gap (alpha / beta): 7.06 / 7.20 eV
energy relative to the best compared isomer or geometry (same formula, charge and spin): 22.6 kcal/mol
largest force on an atom: 2.06 eV Å⁻¹
E_LUMO (alpha / beta): -0.61 / -0.47 eV
total energy: -671.01274 Eh

Geometry as ORCA input:
```
! wB97M-V def2-TZVPD RIJCOSX def2/J DEFGRID3
* xyz 0 1
N -1.585 0.068 -0.656
O -2.045 0.192 0.378
F 1.168 -1.252 0.151
F 1.497 0.878 0.716
P 0.966 0.113 -0.589
*
```